Entry from the OMol25 dataset: a structure of composition C27H37Cl2N5O3PSW (ωB97M-V/def2-TZVPD).

## Properties
largest force on an atom: 0.0517 Eh/bohr
orbital gap (alpha / beta): 6.82 / 6.89 eV
energy above the lowest of the compared OMol25 structures with the same formula, charge and spin: 0.512 eV
<S²>: 0.7574

Geometry as ORCA input:
```
! wB97M-V def2-TZVPD RIJCOSX def2/J DEFGRID3
* xyz 2 2
W -1.39732 0.31732 1.38619
Cl -7.39537 -3.53042 -0.24969
C -5.87260 -2.86564 0.18188
C -4.76209 -3.71596 0.29865
C -3.50969 -3.24782 0.64515
Cl -2.17328 -4.31631 0.75850
C -3.33584 -1.88751 0.88967
O -2.14306 -1.43340 1.23254
C -4.45095 -1.03249 0.75767
C -4.32169 0.33996 0.99536
O -3.25880 0.94277 1.31431
C -5.72916 -1.52776 0.40743
H -4.88840 -4.77605 0.11106
H -5.20212 0.98151 0.92963
H -6.57659 -0.85754 0.32263
O -0.85955 2.15200 2.10846
N -0.51549 2.40968 3.37434
C -0.07604 3.66404 3.63134
C 0.29637 3.99144 4.90342
C 0.21238 3.02375 5.90689
C -0.23758 1.75819 5.60774
C -0.60946 1.44289 4.30210
S -1.22299 -0.09809 3.80568
H -0.06313 4.32530 2.77936
H 0.64780 4.99203 5.10590
H 0.49847 3.26722 6.92150
H -0.32039 0.99150 6.36546
N -0.75168 0.62036 -0.28700
P 0.60976 0.19152 -1.10521
N 1.36256 1.51954 -1.61335
C 0.60188 2.78498 -1.83236
C 1.32844 3.64000 -2.85545
C 2.72081 4.03773 -2.35602
C 3.40193 2.88110 -1.59806
C 2.80224 1.54148 -1.98734
N 0.22946 -0.92471 -2.20143
C 1.27817 -1.38615 -3.14622
C 1.17522 -2.88838 -3.39029
C -0.28695 -3.34720 -3.58042
C -1.22477 -2.15942 -3.75769
C -1.18210 -1.26400 -2.53168
N 1.62944 -0.53000 -0.02795
C 1.72145 0.28299 1.18970
C 2.84810 -0.16217 2.11235
C 3.12397 -1.65981 1.98964
C 1.83272 -2.38915 1.65641
C 1.29268 -1.96356 0.29122
H 0.51330 3.32090 -0.88225
H -0.40744 2.55670 -2.17284
H 0.72872 4.52523 -3.06693
H 1.40008 3.08223 -3.79278
H 2.63858 4.90484 -1.69919
H 3.33392 4.34882 -3.20176
H 3.29013 3.00839 -0.51714
H 4.47306 2.86176 -1.79844
H 3.30512 0.72439 -1.47502
H 2.90873 1.37559 -3.06253
H 2.25712 -1.14344 -2.73087
H 1.18652 -0.83048 -4.08176
H 1.63338 -3.42692 -2.56064
H 1.77277 -3.12101 -4.27248
H -0.61243 -3.91932 -2.70635
H -0.36513 -4.01767 -4.43480
H -2.25387 -2.49095 -3.90024
H -0.95735 -1.58948 -4.65123
H -1.61786 -1.80508 -1.68588
H -1.76906 -0.35873 -2.69234
H 0.74991 0.24923 1.75785
H 1.78899 1.34135 0.93960
H 2.58846 0.11378 3.13795
H 3.74146 0.40597 1.84756
H 3.56671 -2.04216 2.90790
H 3.85059 -1.83517 1.19210
H 1.09138 -2.20079 2.43773
H 1.98847 -3.46768 1.63294
H 0.21368 -2.12039 0.26304
H 1.71535 -2.58567 -0.49321
*
```